1.
# C29H36Ge2N3O2Ru

A structure of composition C29H36Ge2N3O2Ru (ωB97M-V/def2-TZVPD, the OMol25 dataset).

Output
* ⟨S²⟩: 8.77
* energy above the lowest of the compared OMol25 structures with the same formula, charge and spin: 3.95 kcal per mole
* E_LUMO (spin up / spin down): -5.3 / -8.5 eV
* HOMO level (spin up / spin down): -0.5004 / -0.4999 Ha
* orbital gap (spin up / spin down): 0.306 / 0.189 Eh

```
! RIJCOSX wB97M-V def2-TZVPD def2/J DEFGRID3
* xyz 2 6
Ru -0.351 0.205 0.623
C 1.153 -4.149 -1.424
C 1.057 -2.662 -1.072
Ge -0.210 -2.395 0.410
C 0.565 -2.458 2.245
C 0.346 -3.876 2.781
C -1.836 -3.436 0.274
C -3.017 -2.801 0.265
Ge -2.790 -0.859 0.295
C -3.030 0.068 -1.443
C -4.499 0.205 -1.869
C -3.252 -0.029 2.048
C -4.671 0.554 2.057
C -4.351 -3.402 0.247
C -4.549 -4.786 0.287
C -5.829 -5.307 0.277
C -6.934 -4.464 0.228
C -6.755 -3.090 0.193
C -5.472 -2.570 0.203
H 1.880 -4.293 -2.223
H 0.197 -4.540 -1.774
H 1.478 -4.752 -0.575
H 0.727 -2.082 -1.935
H 2.023 -2.260 -0.761
H 0.132 -1.720 2.922
H 1.622 -2.216 2.132
H -0.713 -4.097 2.912
H 0.830 -3.976 3.754
H 0.778 -4.633 2.125
H -1.775 -4.521 0.242
H -2.487 -0.539 -2.171
H -2.549 1.046 -1.408
H -4.963 -0.769 -2.017
H -4.546 0.739 -2.818
H -5.090 0.764 -1.144
H -2.542 0.752 2.330
H -3.154 -0.840 2.771
H -4.808 1.302 1.275
H -4.858 1.042 3.014
H -5.425 -0.221 1.934
H -3.705 -5.462 0.331
H -5.971 -6.378 0.308
H -7.932 -4.880 0.221
H -7.610 -2.429 0.156
H -5.342 -1.492 0.170
O 1.414 0.408 1.713
N 2.371 1.056 1.152
N 2.237 1.185 -0.097
O 1.161 0.728 -0.719
C 3.276 1.798 -0.875
C 4.596 1.658 -0.468
C 5.580 2.268 -1.226
C 5.241 2.988 -2.364
C 3.914 3.106 -2.755
C 2.913 2.508 -2.009
H 4.843 1.086 0.415
H 6.616 2.172 -0.932
H 6.018 3.457 -2.953
H 3.659 3.667 -3.643
H 1.875 2.583 -2.299
N -1.124 2.254 0.632
C -1.527 3.333 0.639
C -2.025 4.657 0.648
C -2.225 5.307 1.872
C -2.716 6.597 1.869
C -3.002 7.231 0.666
C -2.800 6.582 -0.547
C -2.310 5.291 -0.568
H -1.993 4.804 2.802
H -2.874 7.114 2.805
H -3.384 8.242 0.672
H -3.023 7.087 -1.476
H -2.144 4.776 -1.504
*
```

=====

2.
# C24H28AsN3O9P2RuS

A structure of composition C24H28AsN3O9P2RuS (ωB97M-V/def2-TZVPD, the OMol25 dataset).

Output
* ⟨S²⟩: 8.76
* energy above the lowest of the compared OMol25 structures with the same formula, charge and spin: 13.37 kcal per mole
* E_LUMO (spin up / spin down): 2.4 / 1.9 eV
* HOMO level (spin up / spin down): -0.1787 / -0.1949 Ha
* orbital gap (spin up / spin down): 0.267 / 0.266 Eh

```
! RIJCOSX wB97M-V def2-TZVPD def2/J DEFGRID3
* xyz -1 6
Ru -0.744 1.125 -0.550
N -1.780 3.177 0.177
C -1.058 3.639 1.361
C 0.443 3.403 1.182
O 1.247 4.162 1.722
N 0.731 2.341 0.418
C 2.136 2.147 0.097
C 2.271 0.757 -0.502
O 3.098 -0.056 -0.121
O 1.378 0.529 -1.423
H -1.564 3.718 -0.655
H -2.782 3.138 0.322
H -1.403 3.059 2.221
H -1.208 4.702 1.573
H 2.775 2.259 0.974
H 2.441 2.872 -0.666
N -1.353 1.246 -5.110
C -0.046 1.044 -4.355
C 1.047 0.788 -5.379
P 0.250 2.634 -3.453
O -0.361 3.619 -4.638
O 1.676 2.974 -3.298
O -0.757 2.674 -2.335
P -0.503 -0.551 -3.461
O 0.858 -1.233 -3.086
O -1.218 -1.287 -4.552
O -1.318 -0.163 -2.244
H -1.217 1.871 -5.901
H -2.045 1.663 -4.483
H -1.644 0.261 -5.349
H 1.134 1.628 -6.075
H 0.862 -0.136 -5.930
H 1.993 0.701 -4.850
H 0.267 4.341 -4.748
H 1.272 -0.657 -2.351
S -2.861 0.494 0.646
C -2.904 -1.199 1.122
C -4.141 -1.832 1.287
C -4.212 -3.148 1.705
C -3.052 -3.867 1.969
C -1.820 -3.251 1.809
C -1.740 -1.927 1.396
As -0.063 -1.008 1.089
C 0.266 -0.134 2.791
C -0.752 0.081 3.711
C -0.506 0.832 4.853
C 0.752 1.372 5.074
C 1.769 1.158 4.153
C 1.529 0.409 3.012
C 1.186 -2.491 1.133
C 1.746 -2.971 2.311
C 2.609 -4.058 2.275
C 2.910 -4.668 1.066
C 2.354 -4.187 -0.111
C 1.498 -3.097 -0.080
H -5.044 -1.274 1.075
H -5.181 -3.619 1.821
H -3.105 -4.899 2.290
H -0.911 -3.811 2.003
H -1.742 -0.324 3.534
H -1.305 1.003 5.564
H 0.939 1.969 5.957
H 2.747 1.592 4.311
H 2.318 0.261 2.281
H 1.518 -2.494 3.257
H 3.048 -4.426 3.194
H 3.587 -5.513 1.040
H 2.598 -4.650 -1.059
H 1.087 -2.709 -1.005
*
```

=====

3.
# C23H48O45S11

A structure of composition C23H48O45S11 in a non-equilibrium geometry (ωB97M-V/def2-TZVPD, the OMol25 dataset).

Output
* E_LUMO: -0.5 eV
* HOMO level: -0.3664 Ha
* orbital gap: 0.348 Eh

```
! RIJCOSX wB97M-V def2-TZVPD def2/J DEFGRID3
* xyz 0 1
C -1.398 -5.664 2.127
O -1.447 -6.842 2.977
H -1.996 -4.924 2.658
H -0.381 -5.348 1.892
H -1.872 -5.794 1.154
H -1.042 -7.578 2.511
C 4.615 -3.248 1.103
C 3.888 -2.157 0.276
O 2.558 -2.537 0.261
S 2.200 -3.958 0.957
O 1.548 -4.861 0.048
O 1.562 -3.654 2.228
O 3.788 -4.459 1.173
H 4.832 -3.019 2.146
H 5.502 -3.584 0.566
H 4.237 -2.102 -0.755
H 3.830 -1.141 0.667
C 4.974 0.217 4.366
C 3.977 1.298 4.832
O 2.760 0.638 5.223
S 2.656 -0.964 4.708
O 1.929 -0.988 3.457
O 2.193 -1.930 5.708
O 4.268 -1.070 4.457
H 5.791 0.216 5.088
H 5.189 0.401 3.313
H 3.772 2.006 4.029
H 4.426 1.828 5.672
C 3.337 2.741 -2.622
C 3.609 1.244 -2.295
O 3.887 0.681 -3.539
S 3.251 1.514 -4.818
O 1.854 1.215 -4.862
O 4.087 1.311 -6.016
O 3.553 2.953 -4.050
H 4.081 3.379 -2.146
H 2.310 3.015 -2.379
H 2.805 0.637 -1.878
H 4.448 1.107 -1.614
C 2.993 5.435 0.861
C 2.297 5.363 2.243
O 2.733 4.085 2.737
S 2.939 2.976 1.515
O 1.870 2.007 1.473
O 4.328 2.536 1.543
O 2.696 4.124 0.305
H 4.041 5.732 0.898
H 2.501 6.135 0.185
H 1.215 5.386 2.111
H 2.686 6.145 2.895
C -1.265 -1.883 4.175
C -2.774 -1.841 4.007
O -3.336 -1.483 5.234
S -2.282 -0.816 6.273
O -2.017 -1.678 7.426
O -2.652 0.568 6.586
O -1.050 -0.835 5.064
H -0.779 -1.757 3.208
H -0.906 -2.848 4.532
H -3.161 -2.783 3.618
H -3.100 -1.026 3.361
C -0.767 2.948 2.935
C -1.738 2.420 3.993
O -2.997 2.598 3.490
S -3.112 3.670 2.198
O -3.161 5.051 2.590
O -4.079 3.216 1.204
O -1.575 3.213 1.810
H -0.003 2.225 2.652
H -0.370 3.913 3.251
H -1.649 2.912 4.961
H -1.521 1.359 4.117
C -4.021 1.647 -1.916
C -4.199 0.520 -2.966
O -3.043 0.114 -3.579
S -1.829 1.095 -3.081
O -1.609 2.154 -4.057
O -0.646 0.338 -2.634
O -2.642 1.666 -1.735
H -4.409 1.374 -0.935
H -4.190 2.650 -2.307
H -4.856 0.841 -3.774
H -4.586 -0.358 -2.450
C -4.096 -2.248 -5.322
C -4.558 -3.158 -4.206
O -4.055 -4.398 -4.689
S -4.552 -4.618 -6.245
O -5.937 -5.075 -6.374
O -3.438 -5.248 -6.946
O -4.478 -3.015 -6.412
H -3.073 -1.871 -5.302
H -4.705 -1.346 -5.385
H -5.622 -3.272 -4.000
H -4.046 -2.958 -3.265
C -0.981 6.552 -0.057
C -2.134 5.764 -0.665
O -1.528 5.339 -1.920
S -0.002 4.768 -1.618
O 0.869 4.942 -2.804
O -0.112 3.536 -0.852
O 0.229 6.037 -0.583
H -0.987 6.665 1.027
H -1.163 7.564 -0.420
H -3.085 6.235 -0.916
H -2.328 4.883 -0.054
C 1.794 -3.668 -3.653
C 0.288 -3.507 -3.406
O -0.275 -3.934 -4.665
S 0.746 -4.829 -5.562
O 0.476 -4.593 -6.970
O 0.974 -6.164 -5.010
O 1.956 -3.836 -5.038
H 2.168 -4.557 -3.146
H 2.286 -2.783 -3.252
H 0.021 -2.467 -3.216
H -0.204 -4.001 -2.568
C 0.206 -0.669 0.278
C -1.078 0.101 0.716
O -2.111 -0.576 -0.038
S -1.803 -2.131 -0.209
O -2.204 -2.713 -1.476
O -2.252 -2.767 1.013
O -0.130 -1.965 -0.124
H 0.975 -0.691 1.050
H 0.732 -0.129 -0.509
H -1.003 1.137 0.386
H -1.333 -0.019 1.769
*
```

=====

4.
# C5H14N2O

A cluster of 2 separate species, C5H14N2O in total in a non-equilibrium geometry (ωB97M-V/def2-TZVPD, the OMol25 dataset).

Output
* SMILES: [H]/N=C/[C@H](C)N.CCO
* energy above the lowest of the compared OMol25 structures with the same formula, charge and spin: 50.53 kcal per mole
* E_LUMO: 1.0 eV
* HOMO level: -0.3424 Ha
* orbital gap: 0.379 Eh

```
! RIJCOSX wB97M-V def2-TZVPD def2/J DEFGRID3
* xyz 0 1
C -2.147 0.090 0.090
C -2.023 1.049 1.271
O -1.861 0.708 -1.150
H -2.443 1.473 -1.262
H -3.166 -0.324 0.066
H 0.268 0.448 -0.219
H -2.699 1.897 1.160
H -1.008 1.425 1.355
H -2.279 0.529 2.192
C 1.518 -0.334 -1.756
C 1.273 -0.013 -0.280
N 2.259 0.941 0.194
N 0.156 -1.970 0.537
C 1.221 -1.293 0.499
H 2.116 1.162 1.173
H 3.197 0.573 0.084
H -1.434 -0.794 0.209
H 0.184 -2.804 1.120
H 2.141 -1.539 1.051
H 2.457 -0.872 -1.881
H 0.708 -0.946 -2.136
H 1.562 0.594 -2.318
*
```

=====

For reference, E_tot by record: -5689.3407, -5184.6923, -8670.5999, -383.6202 hartree.